# 1
DFT (the ωB97M-V functional and the def2-TZVPD basis) results for C35H34BCl3FeN5O3S2 as an isolated structure.

CARTESIAN COORDINATES (ANGSTROEM)
1 Fe 0.90 2.14 -0.20
2 C 5.49 2.97 -2.24
3 N 4.47 3.96 -1.88
4 C 4.64 5.33 -1.89
5 C 3.48 5.87 -1.50
6 N 2.59 4.82 -1.24
7 C 3.23 3.65 -1.47
8 S 2.71 2.03 -1.37
9 C 1.24 5.03 -0.87
10 C 0.70 6.31 -0.94
11 C -0.61 6.53 -0.58
12 C -1.39 5.46 -0.15
13 C -0.79 4.22 -0.10
14 N 0.49 4.00 -0.44
15 H 6.39 3.50 -2.54
16 H 5.14 2.36 -3.07
17 H 5.72 2.33 -1.39
18 H 5.57 5.79 -2.17
19 H 3.24 6.91 -1.37
20 H 1.28 7.14 -1.30
21 H -1.03 7.52 -0.64
22 H -2.42 5.57 0.13
23 H -1.35 3.35 0.21
24 Cl 3.27 -5.10 8.59
25 C 2.56 -4.13 7.35
26 C 1.19 -4.14 7.16
27 C 0.65 -3.36 6.15
28 C 1.44 -2.56 5.33
29 C 0.77 -1.75 4.24
30 C 0.82 -0.25 4.53
31 N 0.24 0.47 3.39
32 C -1.10 0.59 3.08
33 C -1.16 1.17 1.86
34 N 0.13 1.42 1.43
35 C 0.95 0.96 2.38
36 O 1.31 -1.95 2.96
37 C 0.70 -3.05 2.28
38 C -0.64 -2.64 1.74
39 C -1.85 -2.95 2.29
40 Cl -2.15 -3.94 3.66
41 S -3.17 -2.27 1.43
42 C -2.10 -1.56 0.29
43 C -0.80 -1.83 0.58
44 C 2.82 -2.58 5.55
45 Cl 3.91 -1.62 4.58
46 C 3.38 -3.35 6.55
47 H 0.56 -4.76 7.79
48 H -0.42 -3.38 5.99
49 H -0.30 -2.02 4.23
50 H 1.84 0.10 4.66
51 H 0.25 -0.02 5.42
52 H -1.87 0.24 3.74
53 H -2.02 1.41 1.27
54 H 2.02 0.96 2.36
55 H 0.62 -3.91 2.95
56 H 1.38 -3.31 1.47
57 H -2.51 -1.03 -0.56
58 H 0.02 -1.51 -0.04
59 H 4.45 -3.34 6.70
60 C -2.54 -3.98 -4.35
61 C -2.93 -2.68 -5.07
62 C -2.09 -2.53 -6.35
63 C -4.40 -2.77 -5.47
64 C -2.65 -1.49 -4.15
65 C -3.66 -0.60 -3.75
66 C -3.42 0.48 -2.90
67 C -2.13 0.64 -2.46
68 O -1.60 1.60 -1.60
69 B -0.28 1.25 -1.49
70 O 0.07 0.17 -2.24
71 C -1.13 -0.22 -2.85
72 C -1.35 -1.29 -3.69
73 H -2.74 -4.83 -4.99
74 H -3.11 -4.10 -3.43
75 H -1.48 -4.00 -4.10
76 H -2.28 -3.37 -7.02
77 H -1.02 -2.51 -6.13
78 H -2.35 -1.61 -6.88
79 H -4.55 -3.64 -6.12
80 H -4.74 -1.89 -6.02
81 H -5.05 -2.90 -4.60
82 H -4.67 -0.75 -4.10
83 H -4.22 1.15 -2.60
84 H -0.54 -1.95 -3.97

Its total charge is +2. The calculation puts the LUMO energy (spin up / spin down) at -6.605 / -6.205 eV. Its relative energy (zero: lowest compared OMol25 entry of this formula, charge and spin) is 5.1 kJ/mol. The frontier orbital gap (spin up / spin down) comes out at 6.19 / 6.59 eV. The spin multiplicity is 2. The max |F| is 0.52 eV Å⁻¹. The expectation value of S² is 0.919. The HOMO energy (spin up / spin down) is -12.792 / -12.792 eV. Its total energy is -144730.177 eV.



# 2
DFT (the ωB97M-V functional and the def2-TZVPD basis) results for C35H34EuN9O2S3 as an isolated structure at a distorted geometry.

CARTESIAN COORDINATES (ANGSTROEM)
1 Eu 0.00 0.28 -0.39
2 C -0.94 -2.74 1.40
3 C -2.43 -2.41 1.41
4 C -2.84 -0.96 1.57
5 C -4.11 -0.72 2.07
6 C -4.54 0.59 2.26
7 C -3.66 1.61 1.96
8 C -2.41 1.28 1.46
9 N -2.00 0.03 1.26
10 N -0.16 -2.51 0.17
11 C -0.71 -3.23 -0.97
12 C -1.91 -2.56 -1.59
13 C -2.77 -3.29 -2.40
14 C -3.91 -2.69 -2.90
15 C -4.14 -1.36 -2.56
16 C -3.21 -0.70 -1.79
17 N -2.10 -1.26 -1.33
18 C 1.17 -3.04 0.46
19 C 2.21 -2.73 -0.58
20 C 3.51 -3.18 -0.40
21 C 4.42 -3.01 -1.43
22 C 4.00 -2.41 -2.60
23 C 2.70 -1.94 -2.67
24 N 1.82 -2.09 -1.68
25 H -0.46 -2.14 2.18
26 H -0.86 -3.81 1.68
27 H -2.93 -2.81 0.52
28 H -2.85 -2.95 2.26
29 H -4.77 -1.54 2.31
30 H -5.53 0.79 2.63
31 H -3.93 2.65 2.11
32 H -1.68 2.06 1.25
33 H 0.06 -3.25 -1.75
34 H -0.97 -4.28 -0.72
35 H -2.55 -4.33 -2.61
36 H -4.60 -3.24 -3.52
37 H -5.04 -0.86 -2.89
38 H -3.34 0.34 -1.52
39 H 1.51 -2.62 1.41
40 H 1.12 -4.14 0.58
41 H 3.81 -3.65 0.53
42 H 5.44 -3.36 -1.33
43 H 4.66 -2.29 -3.44
44 H 2.32 -1.44 -3.55
45 N 2.23 1.69 -4.27
46 C 1.82 1.14 -3.09
47 S 0.28 0.35 -3.18
48 N 2.67 1.19 -2.11
49 N 2.34 0.69 -0.88
50 C 3.33 0.73 -0.04
51 C 3.31 0.38 1.35
52 C 4.47 0.61 2.10
53 C 4.53 0.36 3.45
54 C 3.42 -0.16 4.10
55 C 2.27 -0.42 3.40
56 C 2.15 -0.14 2.01
57 O 1.03 -0.36 1.41
58 H 1.50 1.86 -4.94
59 H 2.97 2.38 -4.22
60 H 4.29 1.10 -0.43
61 H 5.34 1.00 1.60
62 H 5.43 0.57 4.01
63 H 3.45 -0.34 5.17
64 H 1.39 -0.82 3.90
65 O -1.76 1.77 -1.22
66 N -1.77 2.99 -1.71
67 C -2.73 3.34 -2.57
68 C -2.87 4.63 -3.01
69 C -1.97 5.60 -2.56
70 C -0.93 5.21 -1.74
71 C -0.80 3.88 -1.33
72 S 0.48 3.33 -0.37
73 H -3.38 2.54 -2.88
74 H -3.66 4.88 -3.69
75 H -2.08 6.63 -2.86
76 H -0.19 5.91 -1.39
77 S 2.09 2.89 4.14
78 C 0.72 2.06 4.77
79 C -0.10 1.68 3.76
80 N 0.31 2.02 2.52
81 C 1.44 2.64 2.56
82 H 0.61 1.91 5.83
83 H -1.03 1.15 3.88
84 H 1.95 3.02 1.70

Its total charge is 0. The calculation puts the LUMO energy (spin up / spin down) at 0.196 / 0.443 eV. The frontier orbital gap (spin up / spin down) comes out at 6.94 / 7.19 eV. The spin multiplicity is 7. The max |F| is 1.54 eV Å⁻¹. The expectation value of S² is 12.010. The HOMO energy (spin up / spin down) is -6.740 / -6.750 eV. Its total energy is -106189.390 eV.



# 3
DFT (the ωB97M-V functional and the def2-TZVPD basis) results for C35H34FIrN3OP2 as an isolated structure at a distorted geometry.

CARTESIAN COORDINATES (ANGSTROEM)
1 Ir -0.08 -0.13 0.34
2 C 3.24 1.06 3.26
3 N 2.35 0.41 2.29
4 P 2.65 0.07 0.65
5 C 2.72 -1.75 0.59
6 C 2.71 -2.34 -0.67
7 C 2.86 -3.72 -0.79
8 C 3.00 -4.50 0.35
9 C 3.01 -3.91 1.61
10 C 2.87 -2.53 1.73
11 C 4.36 0.51 0.29
12 C 4.64 1.52 -0.63
13 C 5.95 1.76 -1.02
14 C 6.97 0.99 -0.49
15 C 6.70 -0.01 0.44
16 C 5.39 -0.27 0.82
17 P 0.73 0.25 2.50
18 C 0.51 -0.47 4.13
19 C 0.36 0.38 5.23
20 C 0.28 -0.17 6.50
21 C 0.33 -1.55 6.67
22 C 0.42 -2.39 5.57
23 C 0.51 -1.85 4.30
24 C 0.05 1.92 2.65
25 C 0.79 3.08 2.42
26 C 0.15 4.31 2.44
27 C -1.22 4.38 2.65
28 C -1.97 3.22 2.85
29 C -1.33 1.99 2.85
30 H 3.88 1.78 2.75
31 H 3.88 0.33 3.76
32 H 2.66 1.59 4.01
33 H 2.60 -1.72 -1.55
34 H 2.87 -4.18 -1.77
35 H 3.10 -5.57 0.26
36 H 3.14 -4.52 2.49
37 H 2.90 -2.07 2.71
38 H 3.84 2.11 -1.04
39 H 6.16 2.53 -1.74
40 H 7.99 1.16 -0.81
41 H 7.50 -0.61 0.84
42 H 5.18 -1.06 1.53
43 H 0.30 1.45 5.10
44 H 0.17 0.48 7.36
45 H 0.28 -1.97 7.67
46 H 0.43 -3.47 5.71
47 H 0.57 -2.51 3.44
48 H 1.85 3.03 2.23
49 H 0.72 5.21 2.30
50 H -1.71 5.35 2.65
51 H -3.04 3.28 2.99
52 H -1.90 1.09 3.02
53 F -0.14 5.74 -1.09
54 C -0.08 4.42 -0.98
55 C -1.24 3.70 -0.79
56 C -1.16 2.32 -0.64
57 C 0.08 1.68 -0.63
58 C 1.24 2.43 -0.91
59 C 1.16 3.80 -1.06
60 H -2.19 4.22 -0.78
61 H -2.07 1.75 -0.55
62 H 2.19 1.94 -1.03
63 H 2.04 4.40 -1.25
64 N 0.06 -2.67 -1.47
65 C -0.24 -3.98 -1.51
66 C -0.36 -4.41 -0.21
67 C -0.11 -3.28 0.57
68 N 0.16 -2.23 -0.21
69 H 0.20 -2.04 -2.25
70 H -0.34 -4.50 -2.45
71 H -0.59 -5.40 0.13
72 H -0.11 -3.18 1.64
73 C -3.08 -0.99 0.46
74 O -1.91 -0.44 -0.10
75 H -3.76 -0.20 0.78
76 H -2.87 -1.62 1.33
77 H -3.59 -1.59 -0.29

Its total charge is +2. The calculation puts the LUMO energy (spin up / spin down) at -7.780 / -7.555 eV. Its relative energy (zero: lowest compared OMol25 entry of this formula, charge and spin) is 314.3 kJ/mol. The frontier orbital gap (spin up / spin down) comes out at 6.23 / 6.38 eV. The spin multiplicity is 2. The max |F| is 2.57 eV Å⁻¹. The expectation value of S² is 0.761. The HOMO energy (spin up / spin down) is -14.012 / -13.937 eV. Its total energy is -67481.752 eV.



# 4
DFT (the ωB97M-V functional and the def2-TZVPD basis) results for C35H34GeI2N8O4SSn as an isolated structure.

CARTESIAN COORDINATES (ANGSTROEM)
1 Sn 1.15 -0.17 0.61
2 O -1.25 -1.60 -2.51
3 C -0.35 -1.27 -1.75
4 O -0.48 -0.71 -0.60
5 C 1.09 -1.42 -2.21
6 C 1.46 -1.96 -3.42
7 C 2.80 -1.88 -3.79
8 C 3.70 -1.24 -2.97
9 C 3.25 -0.72 -1.77
10 N 1.98 -0.85 -1.40
11 C 4.10 0.12 -0.82
12 O 5.27 0.33 -1.14
13 O 3.47 0.51 0.21
14 H 0.70 -2.41 -4.05
15 H 3.12 -2.30 -4.74
16 H 4.74 -1.09 -3.23
17 N -0.41 -4.02 3.71
18 C -0.78 -3.05 2.77
19 S -1.16 -3.60 1.20
20 N -0.81 -1.84 3.25
21 N -1.09 -0.82 2.36
22 C -2.12 -0.13 2.67
23 C -2.98 -0.50 3.84
24 C -4.06 -1.35 3.66
25 C -4.89 -1.67 4.73
26 C -4.65 -1.13 5.98
27 C -3.56 -0.28 6.17
28 C -2.73 0.03 5.10
29 C -2.51 1.08 1.90
30 C -3.51 1.93 2.36
31 C -3.81 3.07 1.63
32 C -3.12 3.32 0.46
33 C -2.15 2.41 0.07
34 N -1.85 1.32 0.77
35 H -0.05 -4.85 3.27
36 H 0.16 -3.65 4.46
37 H -4.24 -1.78 2.68
38 H -5.73 -2.34 4.58
39 H -5.30 -1.37 6.81
40 H -3.36 0.14 7.15
41 H -1.88 0.68 5.24
42 H -4.03 1.72 3.29
43 H -4.57 3.76 1.99
44 H -3.30 4.21 -0.13
45 H -1.57 2.57 -0.83
46 C 0.72 4.12 -2.17
47 C 1.36 2.90 -1.99
48 N 0.90 1.75 -2.47
49 C -0.22 1.78 -3.17
50 C -0.93 2.95 -3.46
51 C -0.45 4.14 -2.91
52 C -2.20 2.91 -4.18
53 C -2.59 2.10 -5.18
54 C -1.81 1.13 -5.94
55 C -2.45 0.06 -6.57
56 C -1.67 -0.83 -7.27
57 N -0.35 -0.71 -7.38
58 C 0.17 0.35 -6.76
59 N -0.48 1.27 -6.06
60 H 1.10 5.01 -1.68
61 H 2.26 2.84 -1.38
62 H -0.62 0.82 -3.50
63 H -1.00 5.06 -3.05
64 H -2.96 3.59 -3.80
65 H -3.64 2.14 -5.47
66 H -3.52 -0.07 -6.49
67 H -2.12 -1.69 -7.77
68 H 1.24 0.48 -6.83
69 I 1.08 2.39 1.52
70 I 0.73 5.78 2.21
71 C 5.20 -2.24 1.36
72 Ge 3.80 -1.58 2.58
73 C 3.77 -2.85 4.09
74 C 4.23 0.18 3.31
75 C 1.99 -1.70 1.85
76 H 6.04 -2.58 1.96
77 H 5.55 -1.47 0.67
78 H 4.82 -3.09 0.79
79 H 4.74 -2.90 4.58
80 H 3.50 -3.85 3.75
81 H 3.02 -2.54 4.83
82 H 5.16 0.12 3.89
83 H 3.43 0.53 3.97
84 H 4.35 0.91 2.50
85 H 1.33 -1.73 2.72
86 H 1.83 -2.66 1.34

Its total charge is -2. The calculation puts the LUMO energy at 3.223 eV. Its relative energy (zero: lowest compared OMol25 entry of this formula, charge and spin) is 184.3 kJ/mol. The frontier orbital gap comes out at 5.44 eV. The max |F| is 0.52 eV Å⁻¹. The HOMO energy is -2.219 eV. Its total energy is -146346.651 eV.